1.
The following is a quantum chemistry calculation of a structure of composition C52H59BrCsO10P3S in a non-equilibrium geometry, from the OMol25 dataset.

ORCA input file:
```
! RIJCOSX wB97M-V def2-TZVPD def2/J DEFGRID3
* xyz -2 1
Cs -0.39304 -0.61031 -0.54155
O 0.85797 3.25537 1.57686
S 1.18223 1.79031 1.74186
C 0.33127 1.09698 3.06151
C 0.95268 0.47362 4.18167
C 0.30082 -0.33760 5.03815
C -1.10988 -0.79648 4.80647
C -1.77907 0.12650 3.82430
C -1.10656 0.91603 2.96066
P -2.00894 2.04280 1.79858
C -3.74085 1.46002 1.91473
C -4.12459 0.43089 1.04955
C -5.42767 -0.03367 1.04242
C -6.37518 0.53426 1.88055
C -6.00668 1.55609 2.73945
C -4.69781 2.01198 2.75970
C -2.06720 3.56532 2.80332
C -1.57738 3.65203 4.10249
C -1.64774 4.85167 4.79305
C -2.20827 5.97210 4.20325
C -2.69570 5.89633 2.90571
C -2.61349 4.70099 2.21070
C 2.87869 1.83888 2.36500
C 3.10542 2.88836 3.25831
C 4.37931 3.13656 3.73133
C 5.43486 2.34699 3.29829
C 5.20598 1.31649 2.40569
C 3.92613 1.03861 1.92324
P 3.57172 -0.32936 0.76261
C 5.23585 -0.80032 0.19020
C 5.95762 0.15145 -0.52860
C 7.17302 -0.17430 -1.10065
C 7.67801 -1.46309 -0.98554
C 6.95486 -2.42038 -0.29321
C 5.74126 -2.09162 0.29387
C 3.18765 -1.66857 1.93803
C 3.90974 -1.88310 3.11069
C 3.56684 -2.90235 3.97585
C 2.48634 -3.72956 3.68263
C 1.75530 -3.52322 2.52766
C 2.10564 -2.49130 1.66399
H 2.00294 0.67132 4.37605
H 0.84577 -0.74498 5.88619
H -1.67368 -0.74511 5.75748
H -2.86345 0.11707 3.78742
H -3.39070 -0.04893 0.41532
H -5.69408 -0.84541 0.37752
H -7.39748 0.17553 1.86643
H -6.73810 1.99951 3.40511
H -4.41157 2.80196 3.44251
H -1.13739 2.77522 4.55916
H -1.25475 4.90692 5.80206
H -2.25616 6.90720 4.75011
H -3.12595 6.76736 2.42655
H -2.97127 4.64938 1.18862
H 2.25941 3.50199 3.53484
H 4.55459 3.94901 4.42647
H 6.44037 2.53977 3.65247
H 6.03827 0.71207 2.06789
H 5.55522 1.15048 -0.65314
H 7.71881 0.58113 -1.65257
H 8.62559 -1.72045 -1.44290
H 7.32646 -3.43376 -0.20233
H 5.19095 -2.84758 0.83862
H 4.74284 -1.23102 3.34888
H 4.13143 -3.04639 4.88938
H 2.20535 -4.52102 4.36648
H 0.90070 -4.13531 2.27361
H 1.44732 -2.36595 0.81306
O 1.99539 -5.12737 -0.63871
H 1.11406 -4.81331 -0.34460
H 2.45951 -4.30018 -0.80640
O -2.92225 -0.08305 -3.55144
H -2.13705 0.45547 -3.33607
H -3.08776 -0.58956 -2.75038
O 3.02661 2.67205 -0.97810
H 2.40612 3.07116 -0.35005
H 2.54815 1.88785 -1.29565
Br 2.91112 4.56859 -7.37920
C 2.22249 3.51237 -5.95408
C 1.31437 4.07906 -5.07531
C 0.80130 3.30891 -4.04712
C 1.20837 1.99319 -3.88032
C 2.13525 1.45341 -4.76193
C 2.63768 2.20101 -5.81350
C 0.66607 1.14035 -2.75419
O 1.50227 0.54415 -2.04425
O -0.58159 1.10186 -2.64284
H 1.01447 5.11093 -5.19864
H 0.07865 3.72772 -3.36168
H 2.47522 0.43802 -4.60987
H 3.35087 1.77374 -6.50546
C -1.17391 -2.26023 4.34829
H -0.77983 -2.36991 3.33668
H -0.57629 -2.89424 5.00970
H -2.20036 -2.63209 4.34892
C -4.58726 -5.74320 1.69483
C -4.11231 -4.36734 1.23500
C -4.09328 -3.39046 2.40140
C -4.99085 -3.86570 0.10281
O -2.74649 -4.59252 0.81490
P -1.89363 -3.62917 -0.15996
O -0.45075 -4.00416 -0.00072
O -2.27587 -2.18975 0.01598
O -2.41975 -4.01214 -1.64831
C -2.00087 -5.14368 -2.44250
C -3.09311 -5.27305 -3.50441
C -1.91047 -6.41512 -1.61803
C -0.67056 -4.81011 -3.10422
H -5.59885 -5.68397 2.10145
H -3.92657 -6.12876 2.46926
H -4.58894 -6.44651 0.86218
H -5.10809 -3.20785 2.76428
H -3.65206 -2.44300 2.10554
H -3.50447 -3.80626 3.21744
H -6.00297 -3.72018 0.48904
H -5.02957 -4.58368 -0.71509
H -4.63367 -2.91815 -0.29067
H -4.06027 -5.46874 -3.04332
H -2.86485 -6.09392 -4.18799
H -3.16380 -4.35110 -4.07867
H -2.87818 -6.68653 -1.19654
H -1.19081 -6.32021 -0.81039
H -1.58348 -7.22899 -2.27261
H -0.75056 -3.85389 -3.62242
H -0.41603 -5.57831 -3.83979
H 0.13622 -4.75546 -2.37861
*
```

Computed properties:
Energy above the lowest of the compared OMol25 structures with the same formula, charge and spin   94.73 kJ/mol
E   -6785.9973 a.u.
HOMO-LUMO gap   4.721 eV
Lowest unoccupied orbital energy   3.5169 eV

Atomic partial charges in e from the Löwdin method, atoms 1 to 8:
1. Cs 1.33
2. O -0.53
3. S 0.83
4. C -0.48
5. C -0.15
6. C -0.10
7. C -0.38
8. C -0.08



2.
The following is a quantum chemistry calculation of a structure of composition C52H59BrMgN4O5P4Si in a non-equilibrium geometry, from the OMol25 dataset.

ORCA input file:
```
! RIJCOSX wB97M-V def2-TZVPD def2/J DEFGRID3
* xyz 0 1
Mg 0.57930 0.59958 0.14204
C 3.37452 -1.65091 0.76090
Si 1.44017 -1.67916 0.53462
C 1.25182 -3.33110 -0.48341
C 2.11994 -4.40066 -0.27237
C 2.08954 -5.54675 -1.04450
C 1.20026 -5.64631 -2.10151
C 0.33634 -4.59998 -2.34894
C 0.34620 -3.46817 -1.53549
P -0.93130 -2.19620 -1.86456
C -0.68025 -1.94587 -3.66008
C 0.60403 -1.19590 -3.91052
C 0.06450 0.51292 -5.64054
C -0.93265 -0.36434 -6.35402
C -1.57598 -1.46556 -5.94411
C -1.59360 -2.08621 -4.63868
C -2.44453 -3.21781 -1.71982
C -3.63144 -2.77307 -2.30040
C -4.80443 -3.48689 -2.14820
C -4.81946 -4.63053 -1.36761
C -3.67107 -5.02615 -0.70260
C -2.49187 -4.32370 -0.87375
C 0.83542 -2.14675 2.31662
C 1.47270 -3.15806 3.03318
C 1.18439 -3.43538 4.35694
C 0.20300 -2.70965 5.01075
C -0.46438 -1.71457 4.32413
C -0.14212 -1.41494 2.99890
P -1.09554 -0.05261 2.23380
C -2.75986 -0.64411 2.75618
C -3.55017 -0.05475 3.73729
C -4.78775 -0.58980 4.04950
C -5.24953 -1.71394 3.38715
C -4.47086 -2.30263 2.40214
C -3.23686 -1.76889 2.08626
C -0.86415 1.35730 3.36067
C 0.00888 1.41581 4.43823
C 0.22095 2.61417 5.09930
C -0.43991 3.76328 4.70113
C -1.32449 3.70747 3.63486
C -1.52608 2.51750 2.96565
H 3.74459 -2.39057 1.46546
H 3.67474 -0.67427 1.13261
H 3.88024 -1.82205 -0.18784
H 2.84773 -4.33983 0.51924
H 2.75881 -6.36628 -0.82230
H 1.17452 -6.53082 -2.72058
H -0.35904 -4.64877 -3.17652
H 1.17489 -1.15527 -2.97723
H 1.03704 0.34887 -6.13750
H -1.10376 -0.03499 -7.37223
H -2.25652 -1.91293 -6.66111
H -2.46404 -2.69855 -4.44660
H -3.62240 -1.85976 -2.87443
H -5.70645 -3.15925 -2.64642
H -5.73012 -5.20088 -1.26084
H -3.69184 -5.89040 -0.05354
H -1.60094 -4.63359 -0.34716
H 2.22982 -3.74887 2.54395
H 1.72011 -4.21557 4.88185
H -0.04476 -2.91623 6.04289
H -1.25288 -1.15931 4.81901
H -3.19419 0.81990 4.26433
H -5.38607 -0.13271 4.82487
H -6.21304 -2.13136 3.63913
H -4.82464 -3.18168 1.88400
H -2.61847 -2.22481 1.31980
H 0.55046 0.53469 4.74958
H 0.92781 2.64832 5.91753
H -0.26586 4.70323 5.20640
H -1.83673 4.60221 3.31169
H -2.19209 2.46772 2.11056
C -2.53304 0.77848 -1.30919
N -2.01032 0.49386 -2.63397
C -2.92852 0.91332 -3.67226
P -0.38110 0.85265 -2.85511
O 0.47439 0.42981 -1.74456
O -0.32911 2.46853 -2.94053
P 0.04030 3.26317 -1.50351
O -0.29991 2.51336 -0.30432
N -0.94680 4.57925 -1.67127
C -1.54945 5.12761 -0.47207
C -1.15633 5.34260 -2.87867
N 1.64650 3.64633 -1.68164
C 2.11414 4.18393 -2.94398
C 2.60212 2.75918 -1.04177
N 0.28070 0.21717 -4.23439
C 1.50004 -1.89900 -4.92181
C -0.26054 1.99367 -5.83389
H -3.45107 0.20398 -1.15971
H -2.74951 1.84797 -1.17315
H -1.80214 0.46842 -0.56260
H -3.88513 0.41024 -3.51504
H -2.53782 0.61765 -4.64209
H -3.10526 1.99646 -3.66067
H -1.22917 4.52586 0.37519
H -2.64071 5.09999 -0.55599
H -1.23737 6.16290 -0.30748
H -0.77758 6.36625 -2.77292
H -2.22841 5.39508 -3.10522
H -0.65499 4.85831 -3.71454
H 1.57683 5.09872 -3.18519
H 2.00120 3.47422 -3.77294
H 3.17158 4.42336 -2.83470
H 2.15462 2.38562 -0.12594
H 3.49220 3.33549 -0.78120
H 2.88134 1.91270 -1.68474
H 1.81585 -2.83789 -4.47120
H 2.39255 -1.31450 -5.12946
H 0.98238 -2.11171 -5.85102
H -1.13547 2.27890 -5.25515
H -0.44282 2.20002 -6.88689
H 0.57661 2.60632 -5.50270
Br 6.24295 0.30623 6.44075
C 4.94270 0.88559 5.17881
C 4.92347 2.20740 4.77245
C 3.98002 2.60128 3.84153
C 3.06408 1.68960 3.32768
C 3.11931 0.36365 3.73855
C 4.05529 -0.04342 4.66756
C 2.04751 2.12174 2.28884
O 1.91186 3.31106 2.03378
O 1.42158 1.17148 1.71001
H 5.64190 2.91135 5.16475
H 3.95080 3.62547 3.50314
H 2.43002 -0.34962 3.31599
H 4.10602 -1.07353 4.97978
*
```

Computed properties:
E   -7041.4315 a.u.
HOMO-LUMO gap   6.602 eV
Lowest unoccupied orbital energy   0.1149 eV

Atomic partial charges in e from the Löwdin method, atoms 1 to 8:
1. Mg 0.33
2. C -0.22
3. Si 0.68
4. C -0.27
5. C -0.10
6. C -0.08
7. C -0.09
8. C -0.12



3.
The following is a quantum chemistry calculation of a structure of composition C52H60AsN11ORuS in a non-equilibrium geometry, from the OMol25 dataset.

ORCA input file:
```
! RIJCOSX wB97M-V def2-TZVPD def2/J DEFGRID3
* xyz 1 2
Ru 0.42155 0.08075 -0.04584
C -2.46639 -4.89224 1.17187
C -3.33519 -3.64443 1.32327
N -3.51677 -2.90147 0.07784
C -4.69243 -3.20464 -0.74869
C -4.37164 -4.12827 -1.92179
C -2.60092 -2.03799 -0.38368
S -1.19780 -1.79234 0.61847
N -2.87460 -1.43900 -1.53217
C -2.01937 -0.68754 -2.22162
O -0.82481 -0.43874 -1.93919
C -2.56942 -0.11958 -3.48708
C -1.69774 0.23180 -4.51350
C -2.19677 0.73237 -5.70504
C -3.56495 0.90164 -5.86710
C -4.43484 0.57871 -4.83435
C -3.94199 0.05829 -3.64916
H -2.31257 -5.34762 2.15063
H -1.49155 -4.62757 0.76429
H -2.93266 -5.62489 0.51412
H -2.88325 -2.97763 2.05781
H -4.32455 -3.92310 1.68374
H -5.09449 -2.26564 -1.12359
H -5.43283 -3.66982 -0.09952
H -3.63572 -3.65972 -2.57142
H -5.27245 -4.32155 -2.50414
H -3.97562 -5.07951 -1.56643
H -0.63588 0.07900 -4.36816
H -1.52312 0.98575 -6.51373
H -3.95438 1.28626 -6.80073
H -5.49915 0.72697 -4.96197
H -4.60401 -0.21480 -2.84018
C 5.14491 -1.87260 2.22964
N 4.34392 -1.22611 1.20147
C 5.08621 -0.83428 0.02176
C 2.99232 -1.24891 1.22767
N 2.27092 -1.19576 0.11370
C 2.61528 -1.98762 -0.98547
C 3.08899 -3.26612 -0.71752
C 3.38035 -4.18580 -1.72479
C 3.18599 -3.83274 -3.02938
C 2.71179 -2.54479 -3.35889
C 2.54324 -2.22807 -4.72417
C 2.09514 -0.99306 -5.09435
C 1.82899 -0.04101 -4.11095
C 1.99795 -0.28601 -2.74932
N 1.67933 0.74934 -1.87912
C 1.88860 1.99798 -2.29604
N 0.97507 2.97583 -2.26885
C -0.45511 2.71175 -2.24313
C 1.34121 4.38423 -2.32094
N 3.13867 2.36696 -2.72525
C 3.31924 2.96476 -4.04077
C 4.28867 1.63775 -2.23398
C 2.42972 -1.58405 -2.33840
N 2.40114 -1.31992 2.44401
C 1.31310 -2.25242 2.67363
C 2.89657 -0.64374 3.62644
H 5.87042 -2.52976 1.74596
H 4.52114 -2.48201 2.87714
H 5.69104 -1.14646 2.83491
H 5.47733 -1.70587 -0.51014
H 5.92169 -0.19683 0.31788
H 4.44251 -0.28083 -0.65056
H 3.20899 -3.56161 0.31857
H 3.74102 -5.17249 -1.46598
H 3.37854 -4.53544 -3.82930
H 2.76260 -2.98684 -5.46367
H 1.93606 -0.74739 -6.13640
H 1.44552 0.92949 -4.40370
H -0.64635 1.71430 -1.86982
H -0.88267 2.78538 -3.24738
H -0.95643 3.44531 -1.61163
H 2.38110 4.51256 -2.03410
H 0.71163 4.94361 -1.63179
H 1.18820 4.80586 -3.31720
H 2.37295 3.32295 -4.43743
H 3.72155 2.21594 -4.73147
H 4.02012 3.79961 -3.98505
H 4.13705 1.43359 -1.17760
H 5.16594 2.27574 -2.34456
H 4.46910 0.70295 -2.77843
H 1.65310 -3.05482 3.33761
H 0.99478 -2.69102 1.73359
H 0.45765 -1.76068 3.13594
H 3.29799 -1.34949 4.35980
H 2.06947 -0.10593 4.09285
H 3.66607 0.07754 3.36206
C 1.13881 3.62333 5.87140
C -0.14237 3.11040 6.02140
C -0.66613 2.24746 5.07200
C 0.08112 1.91138 3.94452
C 1.36565 2.42800 3.80042
C 1.89361 3.27701 4.76182
As -0.66171 0.77077 2.53336
C -1.80680 -0.35506 3.64836
C -3.12514 -0.62549 3.30322
C -3.90488 -1.43736 4.11549
C -3.36917 -1.98992 5.26898
C -2.04735 -1.73746 5.61288
C -1.26887 -0.93145 4.79842
C -2.00699 1.94149 1.74965
C -2.50477 3.08673 2.36454
C -3.45159 3.86835 1.72148
C -3.90792 3.52462 0.45668
C -3.41437 2.39089 -0.16877
C -2.46256 1.61361 0.47494
H 1.54524 4.29371 6.61697
H -0.73659 3.38136 6.88434
H -1.65598 1.83041 5.20949
H 1.94599 2.17143 2.92349
H 2.89590 3.66756 4.64135
H -3.54928 -0.18734 2.40655
H -4.93668 -1.62870 3.84986
H -3.98097 -2.61135 5.90983
H -1.62880 -2.15691 6.51826
H -0.24288 -0.71490 5.07689
H -2.14540 3.38535 3.33761
H -3.82465 4.76038 2.20626
H -4.63480 4.14834 -0.04576
H -3.76989 2.11134 -1.15343
H -2.07835 0.72146 -0.02038
N 1.30208 1.97532 0.58931
C 0.85611 3.06446 0.73075
N 0.51379 4.21636 1.05313
C -0.14774 5.19599 0.50580
N -0.72969 6.09206 0.05882
*
```

Computed properties:
⟨S²⟩   0.763
E   -5423.6817 a.u.
HOMO-LUMO gap (alpha / beta)   5.932 / 6.362 eV
Lowest unoccupied orbital energy (alpha / beta)   -3.7365 / -3.3207 eV

Atomic partial charges in e from the Löwdin method, atoms 1 to 8:
1. Ru 1.05
2. C -0.07
3. C -0.25
4. N -0.11
5. C -0.19
6. C -0.06
7. C -0.64
8. S 0.74



> Which formula does entry 3 have?

C52H60AsN11ORuS